33
Properties=species:S:1:pos:R:3:forces:R:3 method="wB97M-V/def2-TZVPD" orbital_gap_ev=9.354 total_charge=0 smiles=O.O.O.O.O.O.O.O.O.O.O lumo_energy_ha=-0.0148
O -3.502 -0.251 0.579 0.33 0.63 -0.37
H -3.091 0.339 -0.092 -0.40 -0.55 0.32
H -2.764 -0.706 0.997 -0.07 -0.13 0.03
O -1.469 -1.839 -1.805 0.76 0.45 0.25
H -0.839 -1.363 -1.213 -0.55 -0.50 -0.29
H -0.914 -2.389 -2.373 -0.12 0.13 0.14
O 0.035 0.148 3.666 -0.17 -0.13 0.36
H 0.695 -0.154 4.307 -0.16 0.13 -0.14
H -0.721 0.443 4.201 0.23 -0.01 -0.24
O -0.108 2.851 -1.559 0.15 0.22 -0.23
H -0.647 3.074 -2.330 0.20 0.12 0.09
H 0.803 3.028 -1.861 -0.40 -0.31 0.05
O -1.995 -1.829 2.850 0.36 0.03 0.17
H -1.162 -1.380 3.070 -0.25 -0.16 -0.02
H -2.034 -2.598 3.431 -0.05 0.11 -0.18
O 2.263 2.026 -2.909 0.03 -0.53 -0.03
H 2.156 1.105 -2.586 0.18 0.57 -0.04
H 2.580 1.936 -3.814 -0.01 0.12 0.13
O -2.545 0.980 -2.002 0.89 -0.16 -0.02
H -2.019 0.160 -2.123 -0.65 0.22 0.00
H -1.850 1.638 -1.839 -0.29 -0.25 0.17
O -0.145 -0.141 0.180 0.44 -0.06 0.14
H -0.039 0.014 1.128 -0.15 0.10 -0.20
H 0.497 0.453 -0.244 -0.25 -0.07 0.09
O 1.927 -2.612 0.327 -0.27 0.21 0.17
H 2.310 -2.797 1.192 -0.05 -0.03 -0.15
H 1.082 -2.164 0.512 0.33 -0.07 -0.21
O 1.795 2.064 2.313 -0.41 -0.31 0.08
H 1.007 1.598 2.658 0.59 0.28 -0.11
H 2.524 1.443 2.420 -0.08 0.07 -0.02
O 1.928 -0.717 -2.156 0.06 -0.26 -0.41
H 1.783 -0.896 -3.097 -0.02 -0.11 0.30
H 2.458 -1.463 -1.830 -0.22 0.25 0.15